--- one ---
The following is a quantum chemistry calculation of C15H23N5O3 in the gas phase, from OMol25.

```
! RIJCOSX wB97M-V def2-TZVPD def2/J DEFGRID3
* xyz 0 1
C 0.686 -1.230 0.995
C -0.540 -1.381 0.068
C 1.130 0.362 0.989
C 1.809 0.950 -0.236
C 3.306 1.210 -0.109
C 5.286 -0.080 -0.116
C -3.012 -0.986 0.258
C -3.430 -2.504 -0.114
C -3.020 0.067 -0.637
C -2.560 1.429 -0.225
C -3.241 2.327 0.564
C -1.335 1.896 -0.656
C -3.055 3.821 0.449
C -0.853 3.234 -0.607
C -1.685 4.186 0.002
H 1.515 -2.954 1.129
H 1.757 -2.312 -0.422
H 0.533 -1.376 1.998
H 1.687 0.460 1.969
H 0.024 0.748 1.197
H 1.652 0.103 -0.966
H 1.485 2.015 -0.640
H 3.248 1.683 1.034
H 3.511 1.943 -0.886
H 3.420 -0.742 0.263
H 7.056 0.538 -0.412
H 6.584 -1.541 0.765
H 4.902 -2.244 -0.022
H -1.506 -0.007 1.506
H -3.854 -0.767 1.049
H -4.103 0.220 -1.101
H -2.546 -0.292 -1.585
H -4.137 1.832 0.799
H -0.752 1.224 -1.367
H -3.576 4.686 0.920
H 0.010 3.645 -1.185
H -1.630 5.303 -0.012
H -1.880 -2.874 -1.284
N 1.787 -2.123 0.653
N 3.973 -0.051 -0.281
N 6.015 0.959 -0.292
N 5.719 -1.403 0.054
N -1.644 -0.884 0.769
O -0.409 -2.038 -0.971
O -4.323 -3.015 0.749
O -2.926 -3.022 -1.379
*
```

Calculated values
Structure (SMILES): [H]/N=C(\N)NCCC[C@H](N)C(=O)N[C@@H](Cc1ccccc1)C(=O)O
HOMO-LUMO gap: 8.927 eV

Atom charges from the Mulliken analysis, given in e for atoms 1 to 6: atom 1 (C): -0.977, atom 2 (C): 0.495, atom 3 (C): -0.240, atom 4 (C): 0.122, atom 5 (C): -0.930, atom 6 (C): 0.418


--- two ---
The following is a quantum chemistry calculation of C15H23N5O3 in the gas phase, from OMol25.

```
! RIJCOSX wB97M-V def2-TZVPD def2/J DEFGRID3
* xyz 0 1
C 1.922 0.275 -0.519
C 0.896 1.419 -0.434
C 3.374 0.785 -0.605
C 4.469 -0.222 -0.115
C 5.165 -1.147 -0.831
C 4.839 0.051 1.195
C 6.114 -1.976 -0.205
C 5.989 -0.571 1.751
C 6.644 -1.660 1.034
C -1.498 2.050 -0.414
C -1.596 2.257 1.010
C -2.656 1.487 -1.262
C -3.296 0.163 -0.784
C -4.161 0.095 0.585
C -5.258 -2.063 0.337
H 0.705 -0.949 -1.654
H 1.675 0.156 -2.449
H 1.932 -0.464 0.316
H 3.489 1.606 0.210
H 3.478 1.305 -1.706
H 5.026 -1.393 -1.876
H 4.516 0.948 1.744
H 6.555 -2.867 -0.762
H 6.323 -0.273 2.813
H 7.504 -2.187 1.499
H -0.631 0.383 0.581
H -1.121 3.016 -0.918
H -3.574 2.103 -1.369
H -2.339 1.291 -2.238
H -2.589 -0.805 -0.943
H -4.077 -0.188 -1.552
H -3.797 0.763 1.455
H -5.157 0.511 0.380
H -3.727 -1.724 1.590
H -6.179 -0.691 -0.573
H -4.773 -3.381 1.850
H -5.849 -3.951 0.393
H -2.019 4.129 0.658
N 1.693 -0.572 -1.727
N -0.442 1.036 -0.421
N -4.479 -1.206 1.042
N -6.088 -1.807 -0.599
N -5.125 -3.312 0.737
O 1.160 2.639 -0.469
O -1.251 1.389 1.822
O -1.787 3.552 1.426
*
```

Calculated values
Structure (SMILES): [H]/N=C(/N)NCCC[C@H](NC(=O)[C@@H](N)Cc1ccccc1)C(=O)O
HOMO-LUMO gap: 8.997 eV

Atom charges from the Mulliken analysis, given in e for atoms 1 to 6: atom 1 (C): 0.189, atom 2 (C): -0.018, atom 3 (C): -0.720, atom 4 (C): 0.651, atom 5 (C): -0.274, atom 6 (C): -0.671


Q: Which of them is the most stable? A: two.


--- one ---
The following is a quantum chemistry calculation of a molecular structure, C20H27N3O4S, from OMol25.

```
! RIJCOSX wB97M-V def2-TZVPD def2/J DEFGRID3
* xyz 0 1
C 4.444 1.349 -2.621
C 3.306 2.199 -1.808
H 3.271 3.238 -2.053
H 3.384 2.110 -0.814
O 2.098 2.030 -2.324
C 1.593 0.739 -1.854
O 2.291 0.002 -1.088
C 0.077 0.519 -2.301
C -0.386 0.650 -3.626
N -1.526 0.025 -3.644
C -2.083 -0.623 -2.563
C -3.169 -1.182 -2.205
C -3.019 -1.530 -0.740
C -2.201 -1.480 0.135
C -1.061 -0.524 -0.212
C -0.783 -0.344 -1.644
N 0.066 -0.290 0.819
C 0.574 0.857 0.898
O 0.161 1.868 0.358
C 1.462 0.763 2.076
N 0.830 0.232 3.197
C 1.826 -0.443 4.067
C 1.058 -1.035 5.383
H 1.795 -1.862 5.774
H 0.597 -0.068 6.187
S -0.427 -1.773 4.961
C -1.111 -0.170 4.355
C -0.441 0.750 3.847
H 0.108 1.403 4.563
H -0.705 1.366 3.098
H -2.037 -0.591 3.510
H -1.918 0.252 5.134
H 2.427 0.509 4.607
H 2.594 -0.936 3.735
H 1.775 1.951 2.368
H 2.189 0.234 1.803
H -0.098 -0.819 1.595
O -2.078 -2.031 1.406
C -3.166 -2.777 1.818
H -4.217 -2.457 1.670
H -2.947 -3.765 1.283
H -2.828 -3.221 2.687
H -3.936 -2.266 -0.605
H -3.697 -1.419 -2.836
C -2.420 -0.005 -4.994
H -1.907 -0.820 -5.410
H -3.256 -0.310 -4.557
H -2.179 0.905 -5.265
C 0.200 1.218 -4.743
H 1.313 1.423 -4.667
H 0.286 0.483 -5.578
H -0.277 2.083 -5.068
H 5.270 1.816 -2.141
H 4.447 1.483 -3.675
H 4.428 0.284 -2.299
*
```

Calculated values
HOMO-LUMO gap: 7.676 eV

Atom charges from the Mulliken analysis, given in e for atoms 1 to 6: atom 1 (C): -1.089, atom 2 (C): -0.490, atom 3 (H): 0.449, atom 4 (H): 0.372, atom 5 (O): -0.343, atom 6 (C): 0.453


--- two ---
The following is a quantum chemistry calculation of C20H27N3O4S in the gas phase, from OMol25.

```
! RIJCOSX wB97M-V def2-TZVPD def2/J DEFGRID3
* xyz 0 1
C -1.033 -4.525 1.723
H -0.469 -5.350 1.297
H -1.986 -4.456 1.207
H -1.212 -4.740 2.774
C -0.277 -3.206 1.585
N -0.173 -2.817 0.188
C -0.077 -1.391 -0.046
C 1.318 -0.823 0.262
N 2.300 -1.528 -0.528
C 3.123 -1.036 -1.474
O 3.902 -1.745 -2.090
C 3.070 0.451 -1.749
H 3.561 0.631 -2.704
H 2.063 0.864 -1.755
S 4.114 1.359 -0.507
O 3.649 0.973 0.825
C 3.301 3.037 -0.828
C 1.947 2.992 -0.264
C 1.547 3.230 1.025
O 0.229 2.926 1.103
C -0.121 2.493 -0.128
N 0.875 2.517 -0.971
C -1.454 2.014 -0.400
C -2.420 1.974 0.602
C -3.686 1.486 0.343
C -4.009 1.028 -0.932
C -3.038 1.069 -1.940
C -1.780 1.555 -1.679
H -1.029 1.592 -2.451
H -3.308 0.711 -2.920
O -5.217 0.531 -1.298
C -6.241 0.457 -0.335
H -6.504 1.448 0.049
H -7.101 0.033 -0.852
H -5.963 -0.195 0.498
H -4.412 1.468 1.140
H -2.173 2.326 1.592
C 2.271 3.709 2.225
H 2.785 4.646 2.015
H 1.567 3.858 3.039
H 3.012 2.968 2.523
H 3.302 3.194 -1.902
H 3.924 3.772 -0.323
C 2.277 -2.955 -0.279
C 0.868 -3.503 -0.556
H 0.645 -3.378 -1.620
H 0.835 -4.567 -0.322
H 2.564 -3.140 0.762
H 3.008 -3.425 -0.938
H 1.558 -0.968 1.321
H 1.339 0.243 0.063
H -0.304 -1.213 -1.103
H -0.830 -0.873 0.551
H -0.840 -2.426 2.104
H 0.703 -3.296 2.080
*
```

Calculated values
HOMO-LUMO gap: 8.525 eV

Atom charges from the Mulliken analysis, given in e for atoms 1 to 6: atom 1 (C): -1.402, atom 2 (H): 0.323, atom 3 (H): 0.323, atom 4 (H): 0.425, atom 5 (C): -0.183, atom 6 (N): 0.340


Q: Which of them is the most stable? A: two.